# C26H44BrHgNOP2

A structure of composition C26H44BrHgNOP2 (ωB97M-V with the def2-TZVPD basis set, the OMol25 dataset).

Output
ΔE to the lowest compared entry with this formula, charge and spin, eV: 2.404
HOMO level (alpha / beta), eV: -12.494 / -12.583
Net charge: +2
Frontier orbital gap (alpha / beta), eV: 5.086 / 3.073

Geometry as XYZ:
```
76
Properties=species:S:1:pos:R:3:lowdin_charge:R:1
H -7.062 6.831 -2.924 0.12
H 1.096 0.730 -2.014 0.09
H 3.323 -0.893 2.410 0.04
C -3.109 2.551 -2.542 -0.04
H -2.226 -4.021 2.338 0.08
C -0.898 1.513 -2.321 -0.02
P -0.229 -2.171 0.512 0.82
H -3.659 -0.755 0.832 0.09
H -2.968 2.687 0.185 0.12
H -5.043 2.638 -4.547 0.10
C -2.031 2.102 -1.709 -0.21
C -1.939 -1.781 0.044 -0.35
H 3.475 -1.781 -0.595 0.05
N -6.939 5.411 -4.451 0.06
H 4.524 -2.812 3.821 0.09
H -1.742 0.757 3.830 0.09
H 5.608 2.978 1.002 0.09
C -2.080 2.275 -0.305 0.00
H -2.404 -0.983 2.063 0.05
H 4.293 -0.434 -1.425 0.09
H 6.721 1.612 1.182 0.08
H -6.734 3.897 -5.862 0.12
H 0.772 -3.442 2.240 0.09
H 4.165 1.229 1.826 0.02
H 5.157 -2.406 -2.530 0.09
H 5.976 -2.403 2.901 0.08
H 6.453 -1.929 -1.426 0.08
C 0.061 -2.687 -2.293 -0.12
C -4.132 3.289 -2.040 -0.01
H -0.957 -3.045 -2.505 0.08
C 5.016 -2.015 3.258 -0.13
H 6.094 2.046 -0.423 0.08
C 4.133 -1.570 2.086 -0.39
C -1.214 -4.317 2.036 -0.11
C -0.265 -3.120 2.052 -0.39
H 5.384 -3.277 -1.000 0.08
H -0.268 -1.516 4.693 0.07
H -1.050 -0.344 5.781 0.10
C -5.707 5.218 -2.408 -0.01
H -1.276 -4.801 1.053 0.08
C 4.641 1.047 0.850 -0.41
H 5.213 -1.179 3.934 0.09
H 0.354 0.152 4.765 0.06
H 0.098 -1.601 -2.476 0.06
C 0.509 -3.076 -0.875 -0.39
H -5.464 5.639 -1.432 0.11
O -1.436 -0.158 3.730 -0.18
H -2.309 -2.635 -0.549 0.11
P 5.137 -0.718 0.804 1.22
C -2.895 -1.458 1.192 -0.12
H -3.029 2.347 -3.625 0.12
H -1.879 -0.907 -0.626 0.08
H -4.288 3.368 -0.968 0.11
C 4.453 -1.318 -0.791 -0.37
Hg 1.104 -0.265 0.897 0.86
C -6.400 4.275 -4.887 -0.12
H 3.672 -2.444 1.593 0.08
H 0.308 -4.143 -0.677 0.10
C 0.227 1.197 -1.555 -0.14
C 5.419 -2.291 -1.474 -0.13
H -3.420 -2.357 1.541 0.08
C 0.117 1.386 -0.184 -0.38
H -0.990 2.070 1.534 0.04
H -0.534 -2.427 2.863 0.05
C -0.962 1.942 0.457 -0.19
H 1.598 -2.921 -0.787 0.05
H 0.738 -3.158 -3.022 0.09
H 3.866 1.202 0.086 0.07
H -0.928 1.332 -3.399 0.13
H -0.855 -5.065 2.754 0.09
C -0.554 -0.466 4.808 -0.14
C -6.606 5.889 -3.249 -0.12
Br 1.484 1.923 2.307 0.21
C 5.841 1.975 0.639 -0.13
C -5.094 4.020 -2.858 -0.21
C -5.451 3.561 -4.141 -0.02
```

# C26H44BrNOP2Pd

A structure of composition C26H44BrNOP2Pd (ωB97M-V with the def2-TZVPD basis set, the OMol25 dataset).

Output
ΔE to the lowest compared entry with this formula, charge and spin, eV: 0.000
HOMO level, eV: -7.796
Net charge: 0
Frontier orbital gap, eV: 6.853

Geometry as XYZ:
```
76
Properties=species:S:1:pos:R:3:lowdin_charge:R:1
C -2.116 2.205 -1.510 -0.24
C -0.121 -3.250 1.969 -0.37
C 0.676 -3.040 -0.803 -0.40
C 0.106 -2.769 -2.198 -0.14
H 4.043 -2.687 3.990 0.06
Pd 1.113 -0.226 0.749 0.44
H 4.159 1.262 1.976 -0.01
C -2.086 2.458 -0.126 -0.01
H -0.494 0.272 2.653 -0.06
H 4.879 -1.124 4.066 0.07
C -6.354 4.244 -4.910 -0.15
H -3.751 -2.275 1.018 0.08
C -1.026 1.966 0.649 -0.13
C -1.061 1.531 -2.161 -0.03
H 3.739 1.202 0.257 0.04
H -3.301 2.204 -3.309 0.10
H 0.892 -3.687 1.984 0.08
H 3.393 -2.368 1.656 0.06
H 5.584 -2.458 3.136 0.06
H 3.411 -1.793 -0.512 0.02
C 0.013 1.049 -1.415 -0.13
H 1.745 -2.783 -0.774 0.04
H 0.750 -3.261 -2.938 0.08
O -0.941 -0.389 3.227 -0.23
H 5.065 -2.390 -2.432 0.06
H 0.867 0.542 -1.857 0.09
C 5.362 -2.246 -1.387 -0.18
C -1.185 -4.346 1.938 -0.13
H 4.218 -0.399 -1.286 0.07
H 0.108 -1.484 4.641 0.07
C -0.069 1.222 -0.032 -0.29
H -5.736 5.784 -1.464 0.11
H 0.802 0.127 4.227 -0.04
H -2.114 -2.884 -0.492 0.07
H -2.496 -1.545 2.062 0.05
C 3.859 -1.515 2.170 -0.46
Br 1.569 1.594 2.522 0.29
C -1.860 -1.933 -0.006 -0.37
H -0.895 -5.137 2.635 0.08
H -0.903 -3.175 -2.317 0.07
H 0.082 -1.697 -2.438 0.06
C 5.754 1.960 0.658 -0.17
C 4.638 -1.969 3.411 -0.17
P -0.126 -2.102 0.554 0.86
H 5.513 2.996 0.923 0.07
C -5.307 3.705 -4.144 -0.02
C 4.557 1.057 0.972 -0.50
H 3.081 -0.771 2.422 0.00
H -0.690 0.045 5.227 0.08
C -4.018 3.694 -1.979 -0.04
H 6.384 -1.846 -1.384 0.06
H 6.003 1.937 -0.410 0.06
H -6.566 3.839 -5.903 0.10
C 4.374 -1.306 -0.689 -0.45
N -7.119 5.245 -4.480 0.04
H -1.090 1.413 -3.246 0.12
H -3.905 4.202 -1.018 0.11
H -3.311 -0.573 0.842 0.07
H -0.230 -2.622 2.867 0.05
P 4.969 -0.727 0.940 0.94
H -0.938 2.144 1.715 0.05
C -0.137 -0.435 4.402 -0.20
H -1.842 -1.168 -0.793 0.07
H -1.300 -4.807 0.952 0.07
H -2.896 3.029 0.333 0.11
H -7.542 6.598 -2.961 0.10
C -5.878 5.308 -2.432 -0.02
H 0.584 -4.103 -0.538 0.08
C -5.059 4.228 -2.848 -0.21
C -3.202 2.670 -2.330 -0.05
H 5.392 -3.234 -0.914 0.07
H -4.699 2.899 -4.561 0.10
C -2.907 -1.571 1.043 -0.14
H 6.644 1.659 1.225 0.06
C -6.895 5.776 -3.275 -0.15
H -2.159 -3.973 2.263 0.07
```

# C26H44BrNOP2Pd

A structure of composition C26H44BrNOP2Pd (ωB97M-V with the def2-TZVPD basis set, the OMol25 dataset).

Output
ΔE to the lowest compared entry with this formula, charge and spin, eV: 0.000
HOMO level (alpha / beta), eV: -19.822 / -20.860
Net charge: +4
Multiplicity: 5
Frontier orbital gap (alpha / beta), eV: 6.398 / 5.263

Geometry as XYZ:
```
76
Properties=species:S:1:pos:R:3:lowdin_spin:R:1
H -3.496 -3.439 1.387 0.00
H 0.399 5.067 -1.760 0.00
H 3.058 -1.370 -2.163 0.00
C 0.509 -3.655 0.218 0.05
H -1.851 -4.011 1.681 0.00
H -2.616 0.458 -1.420 0.00
C -2.143 -2.951 -0.225 0.05
C -0.708 3.270 -1.294 0.02
H 3.799 4.021 -1.032 0.00
C 1.602 1.089 -3.231 0.05
P 1.995 0.685 -1.490 0.29
H 4.331 2.677 -2.038 0.00
H -0.963 -2.083 -4.340 0.00
C -0.297 -2.776 -2.403 0.04
O 1.186 0.487 1.587 0.06
C -2.435 -3.181 1.262 0.00
H -2.247 -2.074 -3.115 0.00
H 1.761 2.740 -0.326 0.00
H 3.556 1.710 -3.999 0.00
C 2.642 2.215 -0.722 0.04
H -5.769 -1.301 1.095 0.02
C -0.151 4.213 -2.155 0.08
C -3.868 0.020 3.429 0.07
Pd -0.078 0.022 -0.714 0.87
C 4.742 -0.107 -1.594 0.02
N -4.866 -0.662 2.861 0.76
H 2.473 -4.493 0.513 0.00
C -1.947 1.136 -0.936 0.00
Br 0.620 5.240 -4.722 0.35
H 3.189 -1.072 -0.430 0.00
H -1.385 2.069 0.976 0.01
H -0.982 -0.826 -3.084 0.01
H -4.133 -0.235 -0.393 0.01
H 0.132 1.327 3.152 0.00
H 4.899 0.390 -2.559 0.00
C -1.178 -1.893 -3.282 0.01
H 2.388 1.231 -5.240 0.00
H 1.843 1.842 3.059 0.00
H 0.768 -2.649 -2.658 0.00
C -4.010 -0.128 0.686 0.08
H -0.553 3.354 -0.222 0.00
H -2.865 -2.235 -0.649 0.00
H 0.798 0.395 -3.530 0.01
C -1.706 2.114 -3.204 0.01
C 0.950 1.583 2.470 0.00
C 3.298 -0.592 -1.417 0.04
H -3.852 0.074 4.517 0.02
C 2.024 -3.601 0.054 0.00
H 2.439 -2.722 0.565 0.00
H 1.880 -0.082 1.964 0.00
H -0.550 -3.844 -2.498 0.01
P -0.452 -2.315 -0.616 0.25
C -0.340 4.053 -3.530 0.16
C -1.454 2.194 -1.813 0.15
H 0.113 -4.613 -0.169 0.01
H 0.246 -3.604 1.287 0.00
H -2.307 1.283 -3.574 0.00
C 2.755 0.996 -4.230 0.02
C 3.443 3.160 -1.614 0.02
H 2.328 -3.579 -1.001 0.00
H 3.235 1.911 0.155 0.00
H 3.174 -0.018 -4.262 0.00
H 1.141 2.090 -3.248 0.00
H 5.441 -0.955 -1.554 0.00
H 0.667 2.442 1.854 0.00
C -2.880 0.666 2.686 0.08
C -1.179 3.065 -4.063 0.07
H -2.062 1.188 3.187 0.01
C -2.962 0.638 1.268 -0.01
H -2.250 -3.901 -0.778 0.01
C -4.942 -0.742 1.533 0.07
C -1.998 1.334 0.460 0.16
H -2.241 -2.278 1.856 0.00
H 2.835 3.568 -2.430 0.00
H 5.030 0.588 -0.794 0.00
H -1.405 3.052 -5.127 0.00
```

# C26H44N2O11P

A cluster of 5 separate species, C26H44N2O11P in total (ωB97M-V with the def2-TZVPD basis set, the OMol25 dataset).

Output
HOMO level, eV: -11.198
Net charge: +1
Frontier orbital gap, eV: 9.103

Geometry as XYZ:
```
84
Properties=species:S:1:pos:R:3:lowdin_charge:R:1
C -0.789 -5.238 2.676 -0.07
H 4.022 4.007 0.174 0.11
H -0.879 -5.351 1.591 0.14
C -5.493 1.337 -5.316 -0.15
H 5.249 8.144 -3.562 0.12
O 0.873 -2.634 0.621 -0.20
H -2.514 -4.155 3.288 0.11
H 7.108 5.855 -2.798 0.13
H -1.741 -3.319 1.065 0.08
C 5.563 7.108 -3.698 -0.15
H -6.276 -2.090 -1.768 0.09
C 2.734 -6.065 3.156 -0.06
H -3.903 -1.892 -1.225 0.12
H -3.965 1.600 -3.781 0.13
C 0.628 -5.391 3.124 -0.25
N 1.530 -6.167 2.505 0.15
H -7.634 0.958 -5.486 0.13
H -5.047 1.283 -6.307 0.12
C 2.264 -2.979 0.843 -0.26
H 1.347 -6.706 1.672 0.18
H 3.425 6.682 1.217 0.12
C 2.208 5.215 0.158 -0.16
H -6.191 -3.849 -1.704 0.12
H 6.042 7.029 -4.672 0.12
H 2.524 3.061 0.074 0.12
H -5.754 2.378 -5.122 0.12
H -6.136 -1.944 0.672 0.14
O -3.883 -3.649 -0.130 0.00
H -3.981 -0.026 -4.524 0.13
C 5.438 6.197 -1.517 -0.47
H 2.286 -3.926 1.388 0.09
H 2.202 0.118 3.676 0.07
H 7.028 7.513 -2.134 0.13
H 3.447 6.627 -3.916 0.13
H 2.115 1.718 3.002 0.07
C 2.587 -5.235 4.197 0.00
H -7.000 -3.500 0.493 0.13
C 1.874 0.677 2.789 -0.06
C -4.592 0.818 -4.200 -0.07
O -6.809 0.172 -3.755 0.03
C -6.095 -2.950 0.250 -0.06
H -3.906 -3.379 -2.191 0.13
H 4.518 5.219 -4.034 0.13
H 1.138 4.996 0.123 0.12
C 4.366 6.182 -3.542 -0.15
C -6.724 0.458 -5.164 -0.15
C -5.598 0.329 -3.178 -0.48
H 2.289 -3.950 -1.096 0.08
C -5.820 -2.928 -1.250 -0.15
C -4.303 -2.904 -1.296 -0.14
C 6.450 6.684 -2.532 -0.07
C 2.507 6.109 1.355 -0.07
O -4.736 -4.141 1.881 0.11
H 2.438 0.262 1.952 0.08
C 2.982 3.954 0.498 -0.15
C -4.873 -3.658 0.791 -0.48
H 1.678 6.770 1.591 0.13
C -1.464 -3.916 3.094 -0.21
H -1.072 -3.531 4.040 0.10
H 3.656 -6.552 2.881 0.14
H -0.086 1.418 2.428 0.12
H 3.300 -4.901 4.929 0.14
O -0.020 -0.439 1.593 -0.19
H 2.791 -2.196 1.388 0.11
O -5.387 0.071 -2.026 0.10
O 0.856 -2.226 3.178 -0.27
O 2.735 5.316 3.640 0.12
H -6.631 -0.486 -5.704 0.13
H 2.861 -2.290 -1.078 0.08
H 2.492 5.648 -0.794 0.09
O 4.246 5.958 -2.124 -0.01
C 2.890 -3.236 -0.528 -0.06
C 0.359 0.450 2.676 -0.25
H 0.790 -4.204 4.756 0.17
O 2.955 3.869 1.936 0.00
H 3.923 -3.569 -0.404 0.08
H -1.333 -6.091 3.101 0.14
C -1.485 -2.826 2.005 -0.18
C 2.724 5.101 2.464 -0.48
N 1.256 -4.858 4.139 0.15
P 0.144 -1.994 1.904 0.53
H -2.250 -2.109 2.313 0.11
O 5.622 6.003 -0.352 0.13
H -0.094 0.152 3.622 0.11
```